Below is a structure of composition C19H31AsBCsN4OS4 in a non-equilibrium geometry, with properties calculated with wB97M-V/def2-TZVPD.

Each line ends with the Mulliken charge.
Atoms and positions in Å:
Cs (-1.03543, 0.97062, -0.93439)  1.361
C (-2.93969, -2.40548, -3.34807)  -0.797
N (-1.50041, -2.38904, -3.23139)  0.344
C (-0.71025, -3.44854, -2.81962)  -0.462
C (0.54946, -2.98713, -2.77407)  -0.673
N (0.54382, -1.65056, -3.12816)  0.209
B (1.83472, -0.79601, -3.21651)  0.333
N (2.64423, -0.85554, -1.83772)  0.225
C (4.00871, -0.62679, -1.87601)  -0.959
C (4.50401, -0.73673, -0.62795)  -0.253
N (3.43173, -1.03604, 0.18880)  0.344
C (3.50174, -1.32916, 1.60299)  -0.978
C (2.28795, -1.11374, -0.55998)  -0.524
S (0.76414, -1.43105, 0.13201)  -0.274
C (-0.72462, -1.28234, -3.42921)  -0.672
S (-1.32088, 0.20857, -3.98794)  -0.310
H (-3.26536, -3.41088, -3.61224)  0.345
H (-3.23465, -1.70004, -4.12020)  0.395
H (-3.40385, -2.09805, -2.40995)  0.069
H (-1.11654, -4.42141, -2.60713)  0.455
H (1.46055, -3.49049, -2.50302)  0.514
H (1.57118, 0.35002, -3.46826)  -0.070
H (2.58152, -1.29272, -4.03812)  -0.219
H (4.50553, -0.42046, -2.80841)  0.521
H (5.50647, -0.63848, -0.24896)  0.468
H (4.46446, -0.98765, 1.98024)  0.326
H (3.39696, -2.39839, 1.78660)  0.300
H (2.69070, -0.82158, 2.12159)  0.324
C (-6.48583, -1.51403, 0.71595)  -1.073
As (-4.70264, -2.17537, 1.02605)  0.473
C (-4.73255, -2.89819, 2.81228)  -1.049
C (-4.56089, -3.74140, -0.08925)  -1.052
S (-3.24655, -0.72823, 0.74822)  -0.614
H (-7.23331, -2.28503, 0.89918)  0.394
H (-6.53922, -1.17381, -0.31574)  0.332
H (-6.64537, -0.66645, 1.37812)  0.339
H (-5.57451, -3.57886, 2.93272)  0.397
H (-4.80799, -2.07333, 3.51643)  0.321
H (-3.79592, -3.42545, 2.97983)  0.339
H (-5.21142, -4.52348, 0.30059)  0.406
H (-3.52501, -4.07384, -0.08438)  0.321
H (-4.85437, -3.48664, -1.10434)  0.312
C (1.37560, 5.47210, 4.57061)  -1.412
C (1.59172, 4.64028, 3.33341)  0.980
C (2.41354, 3.51999, 3.35592)  -0.763
C (2.60455, 2.75027, 2.21530)  -0.434
C (1.98070, 3.11574, 1.03675)  -0.058
C (1.14450, 4.22347, 0.99007)  -0.621
C (0.95818, 4.97845, 2.13600)  -0.676
S (2.19923, 2.11270, -0.43211)  1.037
C (3.48367, 3.10530, -1.19688)  -1.108
O (0.97670, 2.32169, -1.27177)  -0.852
H (1.87486, 5.03484, 5.43417)  0.349
H (0.31255, 5.55825, 4.79945)  0.338
H (1.76288, 6.48314, 4.43161)  0.318
H (2.89996, 3.23426, 4.28097)  0.304
H (3.22968, 1.86396, 2.24991)  0.388
H (0.64029, 4.47352, 0.06370)  0.501
H (0.30596, 5.84414, 2.10423)  0.375
H (3.09864, 4.11660, -1.32673)  0.423
H (3.69978, 2.64173, -2.15855)  0.356
H (4.36639, 3.09278, -0.55663)  0.369

The energy relative to the best compared isomer or geometry (same formula, charge and spin) comes out at 10.56 kcal per mole. For the total energy, the calculation gives -4910.441664 Ha. The HOMO energy is -6.49 eV. The total charge is 0. Its orbital gap is 6.672 eV.

***

Below is a structure of composition C4H9FN3S in a non-equilibrium geometry, with properties calculated with wB97M-V/def2-TZVPD.

Each line ends with the Mulliken charge.
Atoms and positions in Å:
C (-0.81872, 0.02724, 0.20428)  0.332
C (0.42326, 1.01801, -1.94028)  -0.304
C (-0.77369, 0.22709, -2.39838)  -0.521
C (1.99769, -0.80997, 2.10757)  -0.136
N (1.18786, -0.68944, 0.97493)  -0.560
N (-0.00584, -0.19850, 1.30009)  0.250
N (-2.20204, 0.23651, 0.33247)  -0.467
F (1.17519, -1.18437, 3.18706)  -0.299
S (0.19849, -0.61442, -1.17324)  0.321
H (1.31524, 1.15014, -2.58163)  0.310
H (0.21386, 1.78175, -1.24954)  0.287
H (-1.69818, 0.67027, -2.19452)  0.309
H (-0.73574, -0.22018, -3.39953)  0.292
H (2.42402, 0.13706, 2.38139)  0.248
H (2.90945, -1.54055, 1.95031)  0.242
H (-0.26781, 0.11489, 2.14533)  0.258
H (-2.77173, -0.34355, 0.91818)  0.259
H (-2.57133, 0.23802, -0.56450)  0.178

The energy relative to the best compared isomer or geometry (same formula, charge and spin) comes out at 69.08 kcal per mole. For the total energy, the calculation gives -819.711624 Ha. The HOMO energy (alpha / beta) is -12.39 / -11.93 eV. The total charge is +1. Its orbital gap (alpha / beta) is 7.925 / 7.496 eV.

***

Below is a cluster of 2 separate species, C24H43BrFN2O2S in total in a non-equilibrium geometry, with properties calculated with wB97M-V/def2-TZVPD.

Each line ends with the Mulliken charge.
Atoms and positions in Å:
C (2.82058, -1.05627, 1.28318)  0.463
C (3.12314, -2.42756, 0.62517)  -0.938
C (2.86825, -2.43788, -0.88244)  -0.481
C (3.75313, -1.44305, -1.68095)  -0.986
C (2.93955, -0.58171, -2.67993)  -0.448
C (3.42271, 0.88125, -2.75910)  -0.904
C (2.28300, 1.87722, -3.12306)  -0.763
C (1.96442, 2.84554, -1.96149)  -1.100
C (1.40310, 1.99150, -0.77116)  0.767
C (0.17087, 2.58686, -0.08314)  -1.207
N (-1.14225, 1.83994, -0.33693)  0.579
Br (-1.29716, 1.62180, -2.20367)  0.147
C (-0.98922, 0.53649, 0.40089)  -0.945
C (-2.23029, -0.36380, 0.29724)  -0.075
C (-1.82500, -1.79197, 0.66891)  -0.075
O (-0.73554, -2.00338, 1.18204)  -0.496
N (-2.72202, -2.87476, 0.44208)  -0.212
C (-3.64590, -2.65307, -0.64547)  -0.096
C (-3.13766, -2.72282, -1.91272)  0.045
C (-3.96614, -2.48490, -2.98624)  -0.679
C (-5.27841, -2.17660, -2.74646)  -0.425
C (-5.79355, -2.12718, -1.48543)  -0.792
C (-4.96705, -2.36039, -0.41036)  -0.173
C (-2.22140, 2.65439, 0.34810)  -0.413
C (-3.55219, 2.88992, -0.36568)  -0.152
C (-3.57555, 4.02676, -1.40226)  -1.213
F (-4.14103, 1.73906, -0.84808)  -0.297
H (3.54914, -0.82110, 2.06227)  0.326
H (2.78469, -0.27018, 0.52107)  -0.542
H (1.83986, -1.05699, 1.77468)  -0.168
H (4.13035, -2.75468, 0.89102)  0.367
H (2.44077, -3.13861, 1.10275)  0.397
H (1.79621, -2.31187, -1.07828)  0.109
H (3.11440, -3.44994, -1.22289)  0.397
H (4.45060, -2.04641, -2.26435)  0.471
H (4.30018, -0.80826, -0.98057)  0.487
H (1.88326, -0.66114, -2.39574)  0.163
H (3.02591, -0.99978, -3.68828)  0.527
H (4.27260, 0.99293, -3.43260)  0.503
H (3.76319, 1.15729, -1.75259)  0.344
H (2.47709, 2.41591, -4.05292)  0.475
H (1.39488, 1.25855, -3.29104)  0.185
H (1.16343, 3.50277, -2.31460)  0.426
H (2.85912, 3.38065, -1.64904)  0.430
H (2.19902, 2.00413, -0.01986)  0.523
H (1.30205, 0.95124, -1.07580)  -0.786
H (0.08056, 3.62321, -0.41985)  0.591
H (0.27042, 2.64815, 1.00293)  0.594
H (-0.78288, 0.72625, 1.45380)  0.459
H (-0.15012, -0.05201, 0.02763)  -0.058
H (-2.94361, -0.03856, 1.06204)  0.383
H (-2.67742, -0.31811, -0.69544)  0.398
H (-3.22196, -3.12318, 1.28961)  0.408
H (-2.08766, -2.95425, -2.05727)  0.485
H (-3.55424, -2.51792, -3.98639)  0.428
H (-5.92868, -1.97032, -3.59013)  0.399
H (-6.82997, -1.87886, -1.29373)  0.405
H (-5.29391, -2.32055, 0.62383)  0.387
H (-2.43775, 2.18661, 1.30897)  0.299
H (-1.82400, 3.63544, 0.60546)  0.593
H (-4.23329, 3.24086, 0.42067)  0.390
H (-3.29239, 3.64724, -2.38182)  0.330
H (-2.91682, 4.82502, -1.05412)  0.334
H (-4.58084, 4.44489, -1.43711)  0.400
C (1.96019, 0.26954, 4.94140)  -0.741
S (3.51667, -0.19800, 5.71805)  0.443
O (4.44427, -0.59980, 4.63089)  -0.572
C (2.89620, -1.70418, 6.47805)  -0.903
H (2.12953, 1.18056, 4.36947)  0.290
H (1.62732, -0.52692, 4.27427)  0.074
H (1.21200, 0.45657, 5.71231)  0.466
H (2.50176, -2.36984, 5.70974)  0.275
H (2.11766, -1.45304, 7.19880)  0.351
H (3.72384, -2.18868, 6.99164)  0.330

For the total energy, the calculation gives -4272.003365 Ha. The HOMO energy is -10.75 eV. The total charge is +1. Its orbital gap is 6.388 eV.